Record 1
ORCA calculation (ωB97M-V/def2-TZVPD) on the ion C2H5N4O2 with charge -1.

Output
Gap between HOMO and LUMO in eV: 8.412
E_tot in eV: -12206.1759
Lowest unoccupied orbital energy in eV: 4.33
Charge: -1

Last columns: bonded neighbours and bond lengths (Å).
Element x y z (Å)
1 H 0.663 2.853 0.235  N2 0.998
2 N 0.727 1.955 -0.196  H1 0.998, N3 1.277
3 N -0.014 1.081 0.369  N2 1.277, C4 1.476
4 C 0.172 -0.188 -0.362  N3 1.476, C5 1.566, N6 1.483, H10 1.055
5 C 1.418 -0.959 0.190  C4 1.566, H11 1.052, H12 1.063, H13 1.071
6 N -1.035 -0.988 -0.040  C4 1.483, N7 1.273
7 N -2.087 -0.283 0.087  N6 1.273, O8 1.272, O9 1.251
8 O -2.048 0.979 -0.066  N7 1.272
9 O -3.172 -0.895 0.209  N7 1.251
10 H 0.279 -0.254 -1.409  C4 1.055
11 H 1.796 -1.645 -0.513  C5 1.052
12 H 1.173 -1.471 1.089  C5 1.063
13 H 2.126 -0.186 0.407  C5 1.071

Record 2
ORCA calculation (ωB97M-V/def2-TZVPD) on a cluster of 2 separate species, C3H6N2O in total.

Output
Gap between HOMO and LUMO (spin up / spin down) in eV: 8.047 / 8.444
E_tot in eV: -8231.0780
Lowest unoccupied orbital energy (spin up / spin down) in eV: 0.12 / -0.08

Last columns: bonded neighbours and bond lengths (Å).
Element x y z (Å)
1 C 0.969 0.097 -1.302  N4 1.416, O6 1.410, H7 1.010, H8 1.084
2 C -0.924 -0.391 -0.497  N5 1.391, O6 1.341, H9 1.043
3 C -0.182 -0.055 1.848  H10 1.055, H11 1.107, H12 1.113
4 N 0.231 1.289 -1.100  C1 1.416, N5 1.285
5 N -0.921 0.995 -0.613  C2 1.391, N4 1.285
6 O 0.144 -1.011 -1.020  C1 1.410, C2 1.341
7 H 1.378 0.054 -2.224  C1 1.010
8 H 1.706 0.118 -0.507  C1 1.084
9 H -1.778 -0.935 -0.245  C2 1.043
10 H 0.813 -0.047 1.499  C3 1.055
11 H -0.700 -1.001 2.098  C3 1.107
12 H -0.737 0.886 2.064  C3 1.113

What did we get for energy above the lowest of the compared OMol25 structures with the same formula, charge and spin? Answer: 1.248; 5.621 eV, in the order shown.